# 1
The following is a quantum chemistry calculation of a 8-piece molecular cluster, C22H58N2O10P overall in a non-equilibrium geometry, from OMol25.

Last column: Löwdin charge in e.
Element x y z (Å)
C (-1.699, 1.251, 0.187)  0.1412
C (-0.807, 1.175, -0.653)  -0.0935
C (0.032, 0.904, -1.923)  -0.0957
N (1.023, -0.230, -1.827)  -0.0984
C (0.849, -1.167, -0.678)  -0.0985
C (-0.438, -2.111, -0.780)  -0.1441
N (-1.151, -2.037, -2.083)  -0.0538
C (-0.242, -1.985, -3.261)  -0.3024
C (-1.160, -1.681, -4.554)  -0.1584
P (-2.888, -1.085, -4.159)  0.5964
O (-2.958, 0.136, -3.279)  -0.3150
O (-3.565, -0.639, -5.653)  -0.1742
O (-3.910, -2.248, -3.515)  -0.1491
C (0.984, -0.986, -3.122)  -0.0778
H (-2.443, 1.509, 0.982)  0.0853
H (-0.581, 0.741, -2.867)  0.1251
H (0.634, 1.856, -2.125)  0.1512
H (1.973, 0.176, -1.761)  0.1943
H (0.942, -0.670, 0.344)  0.1534
H (1.744, -1.883, -0.719)  0.1066
H (-0.163, -3.177, -0.469)  0.1332
H (-1.159, -1.748, 0.029)  0.1237
H (-1.647, -2.939, -2.162)  0.1132
H (0.190, -3.031, -3.435)  0.1519
H (-1.253, -2.634, -5.182)  0.1116
H (-0.608, -0.944, -5.231)  0.1129
H (-4.516, -0.499, -5.424)  0.0869
H (-3.452, -3.091, -3.330)  0.0696
H (1.042, -0.305, -4.036)  0.1284
H (1.939, -1.606, -3.159)  0.1527
C (3.680, 2.264, -6.472)  -0.0871
C (3.958, 1.453, -5.222)  -0.3129
O (3.170, 0.263, -5.218)  -0.1123
H (2.621, 2.529, -6.529)  0.0780
H (4.273, 3.180, -6.483)  0.0812
H (3.913, 1.684, -7.369)  0.0776
H (3.704, 2.028, -4.329)  0.1077
H (5.015, 1.175, -5.164)  0.1127
H (3.406, -0.245, -6.005)  0.0899
C (3.565, -5.692, 0.115)  -0.0808
C (3.684, -4.467, -0.769)  -0.3010
O (2.939, -3.384, -0.217)  -0.1309
H (2.518, -5.988, 0.220)  0.0781
H (4.127, -6.530, -0.302)  0.0804
H (3.940, -5.481, 1.119)  0.0659
H (3.289, -4.674, -1.766)  0.1090
H (4.729, -4.159, -0.870)  0.1141
H (3.301, -3.199, 0.663)  0.0574
C (-3.168, 4.618, -2.972)  -0.0843
C (-2.844, 3.823, -1.722)  -0.3218
O (-3.599, 2.618, -1.695)  -0.1243
H (-4.233, 4.855, -3.010)  0.0796
H (-2.598, 5.549, -3.001)  0.0751
H (-2.937, 4.037, -3.870)  0.0739
H (-3.096, 4.398, -0.828)  0.1168
H (-1.778, 3.572, -1.683)  0.0859
H (-3.365, 2.108, -2.485)  0.0454
C (5.605, -1.256, 3.676)  -0.0802
C (4.389, -1.781, 2.942)  -0.3073
O (4.738, -2.933, 2.171)  -0.1029
H (6.397, -0.995, 2.969)  0.0789
H (5.353, -0.372, 4.265)  0.0779
H (6.013, -2.020, 4.344)  0.0782
H (3.998, -1.023, 2.260)  0.1128
H (3.597, -2.054, 3.644)  0.1001
H (5.074, -3.602, 2.780)  0.0948
C (0.984, -1.034, 6.965)  -0.0848
C (2.271, -0.609, 6.290)  -0.3160
O (2.026, -0.283, 4.925)  -0.1027
H (0.551, -1.899, 6.457)  0.0790
H (1.158, -1.292, 8.012)  0.0795
H (0.243, -0.233, 6.919)  0.0459
H (3.003, -1.418, 6.317)  0.1073
H (2.703, 0.265, 6.788)  0.1119
H (1.384, 0.440, 4.909)  0.0792
C (-6.797, 1.990, -1.208)  -0.0901
C (-6.808, 1.881, 0.304)  -0.3267
O (-8.103, 1.514, 0.766)  -0.0885
H (-7.526, 2.732, -1.544)  0.0787
H (-5.808, 2.277, -1.571)  0.0436
H (-7.078, 1.037, -1.667)  0.0722
H (-6.548, 2.839, 0.758)  0.1118
H (-6.087, 1.130, 0.645)  0.1034
H (-8.324, 0.663, 0.370)  0.0794
C (-1.213, 3.679, 8.118)  -0.0916
C (-1.268, 3.238, 6.668)  -0.3176
O (-0.901, 1.865, 6.554)  -0.1081
H (-0.209, 3.536, 8.524)  0.0776
H (-1.487, 4.731, 8.216)  0.0768
H (-1.894, 3.080, 8.730)  0.0746
H (-0.572, 3.823, 6.065)  0.1116
H (-2.275, 3.368, 6.259)  0.1090
H (-1.526, 1.352, 7.083)  0.0819

## Properties
Total charge = +1

# 2
The following is a quantum chemistry calculation of C42H45InN2O5P2S as an isolated structure, from OMol25.

Last column: Löwdin charge in e.
Element x y z (Å)
In (0.191, -0.113, -0.048)  0.8885
O (1.808, -1.038, -3.523)  0.0988
C (0.872, -0.555, -2.935)  -0.5701
O (1.024, 0.241, -1.882)  -0.1260
C (-0.534, -0.703, -3.545)  -0.0822
C (-1.145, 0.686, -3.837)  -0.2475
C (-2.189, 0.554, -4.952)  -0.0928
C (-3.341, -0.151, -4.191)  -0.0878
C (-2.759, -0.244, -2.776)  -0.2605
O (-1.959, 0.947, -2.679)  -0.0808
C (-1.699, -1.342, -2.706)  -0.0840
C (-1.262, -1.631, -1.282)  -0.6277
O (-1.911, -1.137, -0.309)  -0.0530
O (-0.144, -2.186, -1.125)  -0.0004
H (-0.376, -1.256, -4.467)  0.1506
H (-0.411, 1.478, -3.963)  0.1576
H (-2.494, 1.537, -5.308)  0.1115
H (-1.816, -0.019, -5.799)  0.1150
H (-4.245, 0.457, -4.188)  0.1113
H (-3.590, -1.130, -4.600)  0.1153
H (-3.476, -0.277, -1.968)  0.1395
H (-2.044, -2.274, -3.158)  0.1644
C (-3.387, 4.680, 6.421)  -0.4109
S (-2.035, 5.313, 5.404)  0.8023
C (-2.801, 5.087, 3.774)  -0.4907
C (-2.689, 3.672, 3.225)  -0.2356
C (-1.238, 3.318, 2.895)  -0.2490
N (-1.071, 2.069, 2.130)  -0.4286
P (-1.097, 0.445, 2.798)  1.0833
C (-1.919, 0.714, 4.414)  -0.3562
C (-1.355, 1.253, 5.572)  -0.0934
C (-2.108, 1.381, 6.729)  -0.0833
C (-3.436, 0.975, 6.749)  -0.0928
C (-4.012, 0.437, 5.607)  -0.0765
C (-3.253, 0.301, 4.452)  -0.1067
C (1.141, -0.709, 1.859)  -0.3706
C (2.650, -0.730, 1.673)  -0.0818
C (3.559, -1.061, 2.591)  -0.0817
C (3.328, -1.442, 3.990)  -0.0798
C (2.188, -1.410, 4.683)  -0.0424
C (0.121, -2.232, 3.518)  -0.2126
P (-1.126, 2.041, 0.455)  0.9712
C (-2.785, 2.530, -0.055)  -0.3368
C (-3.768, 1.549, 0.050)  -0.0942
C (-5.090, 1.868, -0.219)  -0.0652
C (-5.428, 3.163, -0.593)  -0.0746
C (-4.446, 4.140, -0.696)  -0.0710
C (-3.121, 3.826, -0.425)  -0.0852
C (-0.002, 3.323, -0.178)  -0.3315
C (1.056, 3.878, 0.537)  -0.0853
C (1.967, 4.712, -0.097)  -0.0676
C (1.833, 4.998, -1.446)  -0.0731
C (0.782, 4.449, -2.168)  -0.0613
C (-0.128, 3.614, -1.542)  -0.0966
H (-3.046, 4.701, 7.455)  0.0324
H (-3.629, 3.655, 6.153)  0.0077
H (-4.265, 5.317, 6.320)  0.0361
H (-2.304, 5.795, 3.107)  0.0731
H (-3.845, 5.395, 3.851)  0.0780
H (-3.288, 3.592, 2.316)  0.0994
H (-3.097, 2.957, 3.941)  0.0883
H (-0.653, 3.254, 3.815)  0.0863
H (-0.820, 4.141, 2.311)  0.1009
H (-0.322, 1.572, 5.583)  0.0948
H (-1.657, 1.800, 7.619)  0.1104
H (-4.019, 1.076, 7.655)  0.1073
H (-5.044, 0.111, 5.618)  0.1047
H (-3.689, -0.139, 3.562)  0.1004
H (3.036, -0.451, 0.697)  0.0990
H (4.598, -1.040, 2.279)  0.1048
H (4.205, -1.799, 4.519)  0.0994
H (2.234, -1.772, 5.706)  0.1119
H (-0.966, -2.199, 3.645)  0.1363
H (-3.486, 0.544, 0.347)  0.0936
H (-5.857, 1.108, -0.142)  0.1080
H (-6.459, 3.413, -0.805)  0.1036
H (-4.712, 5.147, -0.988)  0.1049
H (-2.354, 4.587, -0.509)  0.1078
H (1.179, 3.669, 1.588)  0.0833
H (2.786, 5.135, 0.471)  0.1074
H (2.550, 5.642, -1.937)  0.1056
H (0.677, 4.663, -3.223)  0.1090
H (-0.941, 3.170, -2.104)  0.0988
C (1.839, -3.987, 1.023)  -0.0010
C (1.145, -3.314, 2.147)  -0.2762
C (0.740, -3.614, 3.393)  0.0315
C (0.797, -1.048, 4.239)  -0.2160
C (0.707, 0.064, 3.150)  -0.4966
C (1.531, 1.309, 3.441)  -0.0450
N (0.536, -2.034, 2.103)  -0.0176
H (2.309, -4.909, 1.360)  0.0828
H (2.600, -3.335, 0.590)  0.0804
H (1.122, -4.207, 0.230)  0.0807
H (0.711, -4.508, 3.991)  0.0925
H (0.234, -0.771, 5.129)  0.1218
H (2.548, 1.049, 3.726)  0.0807
H (1.100, 1.904, 4.246)  0.0658
H (1.590, 1.939, 2.554)  0.0619

## Properties
Energy above the lowest of the compared OMol25 structures with the same formula, charge and spin = 85.12 kcal/mol

no.,Kohn-Sham gap (eV),LUMO level (eV),E_tot (Ha)
1,8.74,-2.6,-2075.959727
2,7.56,0.3,-3384.164333